Record 1
{
  "formula": "C29H26N3O2",
  "method": "ωB97M-V with the def2-TZVPD basis set",
  "total_charge": -1,
  "de_lowest_kj_mol": 103.0,
  "homo_energy_ha": -0.0943,
  "species": ["C", "C", "C", "N", "C", "N", "C", "C", "C", "C", "C", "C", "H", "H", "H", "H", "H", "H", "C", "C", "C", "C", "O", "C", "C", "N", "C", "C", "C", "C", "C", "C", "C", "C", "C", "C", "C", "C", "C", "O", "H", "H", "H", "H", "H", "H", "H", "H", "H", "H", "H", "H", "H", "H", "H", "H", "H", "H", "H", "H"],
  "coordinates": [[0.6637, -1.3477, 2.5391], [1.8998, -1.0878, 3.0939], [3.0820, -1.6091, 2.5009], [4.0329, -1.9822, 1.9384], [2.1672, -0.2380, 4.2122], [2.5110, 0.4446, 5.1044], [-0.6173, -1.0192, 3.1866], [-0.9198, 0.2804, 3.6568], [-2.1634, 0.5595, 4.2165], [-3.1459, -0.4478, 4.3162], [-2.8537, -1.7445, 3.8704], [-1.6018, -2.0302, 3.3132], [0.5937, -2.0140, 1.6842], [-0.1763, 1.0785, 3.5245], [-2.3373, 1.5722, 4.5957], [-4.1419, -0.1911, 4.6836], [-3.6006, -2.5302, 3.9858], [-1.3425, -3.0205, 2.9407], [-0.8649, -0.6209, -5.2479], [-1.3184, -0.2388, -3.8602], [-0.9812, 1.2116, -3.5467], [-2.8112, -0.5067, -3.7900], [-0.7811, -1.1388, -2.7972], [0.5630, -1.1298, -2.5827], [1.0180, -0.9868, -1.1747], [2.2982, -0.8552, -1.0846], [3.3570, -0.1833, -0.7721], [4.6127, -0.4658, -1.4776], [5.8601, -0.4270, -0.8332], [7.0180, -0.4585, -1.6053], [6.9387, -0.5649, -2.9925], [5.6992, -0.7437, -3.6092], [4.5321, -0.7643, -2.8410], [3.2588, 0.9270, 0.1846], [4.1207, 2.0478, 0.2690], [3.7582, 3.1276, 1.0977], [2.4818, 3.1721, 1.6903], [1.5775, 2.1189, 1.5006], [2.0398, 0.9798, 0.8703], [1.3496, -1.1481, -3.5219], [-0.9905, -1.6985, -5.4095], [-1.5014, -0.0975, -5.9725], [0.1699, -0.3356, -5.4429], [-1.3314, 1.4688, -2.5411], [0.0950, 1.4272, -3.6375], [-1.5118, 1.8686, -4.2436], [-3.1979, -0.0561, -2.8748], [-3.3123, -0.0712, -4.6602], [-2.9669, -1.5943, -3.7725], [0.2920, -0.8855, -0.3864], [5.8724, -0.3561, 0.2541], [7.9763, -0.3592, -1.1108], [7.8572, -0.5413, -3.5766], [5.6130, -0.8507, -4.6852], [3.5520, -0.9112, -3.2958], [5.0440, 2.0757, -0.3222], [4.4727, 3.9452, 1.2585], [2.1445, 4.0189, 2.2787], [0.5227, 2.1204, 1.7952], [1.4380, 0.0719, 0.8997]]
}

***

Record 2
{
  "formula": "C61H48IN2O4P3Tl",
  "method": "ωB97M-V with the def2-TZVPD basis set",
  "total_charge": -1,
  "homo_energy_ha": -0.1151,
  "species": ["Tl", "O", "C", "C", "C", "C", "C", "C", "C", "N", "N", "C", "O", "C", "C", "C", "C", "C", "C", "H", "H", "H", "H", "H", "H", "H", "H", "H", "H", "O", "P", "C", "P", "O", "C", "C", "C", "C", "C", "C", "C", "C", "C", "C", "C", "C", "C", "C", "C", "C", "C", "C", "C", "C", "C", "C", "C", "C", "H", "H", "H", "H", "H", "H", "H", "H", "H", "H", "H", "H", "H", "H", "H", "H", "H", "H", "H", "H", "H", "H", "I", "C", "C", "C", "C", "C", "C", "C", "C", "C", "P", "C", "C", "C", "C", "C", "C", "C", "C", "C", "C", "C", "C", "C", "H", "H", "H", "H", "H", "H", "H", "H", "H", "H", "H", "H", "H", "H", "H", "H"],
  "coordinates": [[0.2333, 0.3006, -0.2562], [0.4085, -0.7661, -3.1876], [-0.6961, -1.4033, -3.3372], [-1.5607, -1.1819, -4.4471], [-2.7965, -1.7859, -4.5376], [-3.2493, -2.6466, -3.5350], [-2.4176, -2.9179, -2.4598], [-1.1491, -2.3576, -2.3632], [-0.2027, -2.7148, -1.3124], [-0.5244, -2.9913, -0.1025], [0.4474, -3.3988, 0.7677], [1.5557, -2.7048, 0.9243], [1.8926, -1.5771, 0.4434], [2.5335, -3.3545, 1.8679], [2.2763, -4.5478, 2.5380], [3.2254, -5.0952, 3.3872], [4.4466, -4.4628, 3.5857], [4.7046, -3.2629, 2.9352], [3.7586, -2.7218, 2.0766], [-1.2208, -0.4987, -5.2175], [-3.4283, -1.5902, -5.3991], [-4.2241, -3.1143, -3.6095], [-2.7409, -3.6057, -1.6844], [0.8399, -2.7769, -1.6366], [1.3225, -5.0347, 2.3868], [3.0154, -6.0200, 3.9129], [5.1874, -4.9026, 4.2438], [5.6513, -2.7574, 3.0898], [3.9431, -1.7923, 1.5518], [-2.4124, 0.1343, 0.6852], [-3.1822, -0.5490, 1.7482], [-2.2027, -1.4227, 3.0216], [-0.8894, -0.4158, 3.8131], [0.2370, -0.1511, 2.9021], [-0.4093, -1.4163, 5.2509], [-1.3012, -1.8469, 6.2298], [-0.8474, -2.5862, 7.3098], [0.4988, -2.9134, 7.4086], [1.3890, -2.4976, 6.4304], [0.9364, -1.7460, 5.3568], [-1.5022, 1.1629, 4.4812], [-2.3909, 1.3328, 5.5375], [-2.6831, 2.6069, 5.9962], [-2.0980, 3.7192, 5.4055], [-1.2331, 3.5559, 4.3353], [-0.9305, 2.2824, 3.8821], [-4.3398, -1.7929, 1.1161], [-4.5188, -3.0563, 1.6652], [-5.4570, -3.9196, 1.1192], [-6.2190, -3.5226, 0.0302], [-6.0321, -2.2661, -0.5289], [-5.0928, -1.4048, 0.0107], [-4.3052, 0.6220, 2.5790], [-4.2828, 1.9381, 2.1346], [-5.1603, 2.8690, 2.6715], [-6.0670, 2.4827, 3.6474], [-6.0987, 1.1661, 4.0854], [-5.2218, 0.2364, 3.5517], [-1.6247, -2.1640, 2.4483], [-2.8474, -1.9026, 3.7584], [-2.3565, -1.6114, 6.1555], [-1.5425, -2.9119, 8.0738], [0.8517, -3.5004, 8.2475], [2.4351, -2.7639, 6.4995], [1.6093, -1.4221, 4.5733], [-2.8657, 0.4791, 6.0028], [-3.3640, 2.7333, 6.8292], [-2.3181, 4.7115, 5.7798], [-0.7886, 4.4179, 3.8527], [-0.2397, 2.1334, 3.0611], [-3.9150, -3.3825, 2.5023], [-5.5897, -4.9068, 1.5439], [-6.9541, -4.1988, -0.3879], [-6.6122, -1.9621, -1.3904], [-4.9112, -0.4306, -0.4280], [-3.5684, 2.2183, 1.3695], [-5.1323, 3.8937, 2.3226], [-6.7517, 3.2093, 4.0673], [-6.8127, 0.8647, 4.8423], [-5.2541, -0.7956, 3.8859], [-0.8503, 4.5195, 0.3824], [0.5556, 5.3878, -0.9468], [-0.0137, 6.1033, -1.9663], [0.7668, 6.9304, -2.7874], [2.0893, 7.1005, -2.5076], [2.7062, 6.3806, -1.4604], [4.0590, 6.6302, -1.1466], [4.6875, 5.9346, -0.1546], [4.0148, 4.8859, 0.4808], [2.7035, 4.5767, 0.1960], [2.0905, 2.9034, 0.6987], [3.4719, 1.8999, -0.0120], [4.6830, 1.6239, 0.6208], [5.6158, 0.7912, 0.0235], [5.3480, 0.2088, -1.2078], [4.1529, 0.4832, -1.8516], [3.2287, 1.3333, -1.2636], [2.4800, 2.8958, 2.4828], [2.3009, 4.0356, 3.2657], [2.4556, 3.9760, 4.6428], [2.7723, 2.7740, 5.2556], [2.9200, 1.6267, 4.4873], [2.7676, 1.6805, 3.1112], [1.9662, 5.4074, -0.7097], [-1.0818, 6.0537, -2.1264], [0.2989, 7.4668, -3.6025], [2.6941, 7.7909, -3.0834], [4.5852, 7.3941, -1.7068], [5.7177, 6.1489, 0.1008], [4.5471, 4.2737, 1.1962], [4.8960, 2.0379, 1.5977], [6.5537, 0.5840, 0.5254], [6.0675, -0.4636, -1.6581], [3.9250, 0.0211, -2.8033], [2.3065, 1.5487, -1.7933], [2.0305, 4.9724, 2.7912], [2.3270, 4.8692, 5.2425], [2.8909, 2.7220, 6.3309], [3.1421, 0.6821, 4.9671], [2.8518, 0.7782, 2.5182]]
}

***

Record 3
{
  "formula": "C4H7NO2",
  "method": "ωB97M-V with the def2-TZVPD basis set",
  "smiles": "O=C1CNC[C@@H]1O",
  "de_lowest_kj_mol": 125.8,
  "homo_energy_ha": -0.3347,
  "species": ["O", "C", "C", "N", "C", "C", "O", "H", "H", "H", "H", "H", "H", "H"],
  "coordinates": [[0.2420, -2.2615, 0.6130], [-0.0450, -1.1146, 0.3624], [-1.2935, -0.5925, -0.3461], [-0.9656, 0.7637, -0.7837], [-0.0378, 1.2620, 0.2421], [0.8803, 0.0938, 0.5759], [1.8769, 0.0188, -0.4340], [-1.5872, -1.2438, -1.1724], [-2.1240, -0.5605, 0.3740], [-0.4344, 0.6909, -1.6477], [-0.6145, 1.5566, 1.1283], [0.5156, 2.1318, -0.1187], [1.3166, 0.1185, 1.5817], [2.2708, -0.8629, -0.3749]]
}

***

Record 4
{
  "formula": "C27H44CeN3OP3",
  "method": "ωB97M-V with the def2-TZVPD basis set",
  "total_charge": 3,
  "de_lowest_kj_mol": 50.8,
  "homo_energy_ha": [-0.5835, -0.5839],
  "spin_multiplicity": 2,
  "s2": 0.751,
  "species": ["Ce", "P", "P", "P", "H", "C", "C", "H", "C", "C", "C", "C", "C", "C", "C", "C", "C", "H", "H", "H", "H", "H", "H", "H", "H", "H", "H", "H", "H", "H", "H", "H", "H", "H", "H", "H", "H", "H", "H", "H", "H", "H", "H", "H", "H", "H", "C", "C", "C", "C", "C", "C", "O", "H", "H", "H", "H", "H", "H", "N", "C", "C", "C", "C", "C", "C", "C", "N", "C", "C", "N", "C", "H", "H", "H", "H", "H", "H", "H"],
  "coordinates": [[-0.4069, -0.1867, -0.5833], [1.5884, 1.5596, 0.8703], [-1.2145, 2.6527, -1.7845], [1.8812, -0.2723, -2.2940], [-2.6343, -4.4620, -0.7694], [-1.7230, -4.9881, -1.0549], [-0.6855, -5.1664, -0.2177], [-0.7107, -4.7412, 0.7910], [1.1158, 2.3118, 2.4689], [2.4607, 2.9640, 0.0975], [2.9743, 0.4815, 1.3992], [-2.6431, 2.4196, -2.8005], [-1.5942, 3.6266, -0.4070], [0.0854, 3.3233, -2.7381], [2.3939, -2.0227, -2.0207], [3.5099, 0.5417, -2.3425], [1.4897, -0.2835, -4.0842], [-1.6688, -5.3265, -2.0949], [0.2578, -5.6003, -0.5550], [1.2629, 1.5977, 3.2894], [0.0623, 2.6206, 2.4427], [1.7477, 3.1925, 2.6457], [1.7554, 3.7729, -0.1322], [2.9878, 2.6620, -0.8151], [3.1871, 3.3221, 0.8362], [2.6517, -0.1581, 2.2301], [3.7847, 1.1370, 1.7437], [3.3439, -0.1571, 0.5846], [-2.9845, 3.4442, -3.0791], [-3.3817, 1.8366, -2.2369], [-2.3897, 1.7787, -3.6527], [-1.7411, 4.5721, -0.9444], [-0.8002, 3.7254, 0.3332], [-2.5296, 3.2989, 0.0523], [-0.4475, 4.2307, -3.0398], [0.3608, 2.7284, -3.6109], [0.9668, 3.5818, -2.1557], [3.0351, -2.2949, -2.8713], [1.5377, -2.7152, -1.9759], [2.9700, -2.1253, -1.0880], [4.1290, 0.0145, -3.0796], [4.0150, 0.5158, -1.3713], [3.4069, 1.5860, -2.6573], [2.3412, -0.7058, -4.6361], [1.3154, 0.7427, -4.4336], [0.5953, -0.8809, -4.3021], [-1.9586, -1.6423, -3.1200], [-2.9732, -0.9597, -3.8634], [-3.2760, -1.3403, -5.1970], [-2.5265, -2.3625, -5.8115], [-1.5036, -3.0198, -5.1083], [-1.2759, -2.6667, -3.7721], [-1.5260, -1.3785, -1.8275], [-1.0704, 1.2051, -1.6829], [-3.5025, -0.1187, -3.4069], [-4.0839, -0.8260, -5.7616], [-2.7526, -2.6680, -6.8304], [-0.8709, -3.7918, -5.5776], [-0.5136, -3.1586, -3.1666], [-0.7724, 2.0296, 9.9816], [-0.7057, 1.5178, 8.9235], [-0.6290, 0.8904, 7.6350], [-1.3695, 1.4013, 6.5630], [-1.2968, 0.7969, 5.3058], [-0.4874, -0.3338, 5.1434], [0.2482, -0.8638, 6.2064], [0.1752, -0.2428, 7.4544], [-0.3732, -0.9119, 3.8694], [0.3233, -2.0905, 3.5478], [0.3246, -2.1923, 2.1727], [-0.3658, -1.0763, 1.6580], [-0.7612, -0.3324, 2.7104], [-2.0100, 2.2696, 6.7076], [-1.8767, 1.1979, 4.4753], [0.8820, -1.7398, 6.0571], [0.7427, -0.6431, 8.2929], [0.7706, -2.7191, 4.2731], [0.7056, -2.9658, 1.5382], [-1.3491, 0.5816, 2.6538]]
}

***

Record 5
{
  "formula": "C17H27CrN6O2",
  "method": "ωB97M-V with the def2-TZVPD basis set",
  "total_charge": 2,
  "homo_energy_ha": [-0.5391, -0.5505],
  "spin_multiplicity": 4,
  "s2": 3.783,
  "species": ["Cr", "C", "C", "N", "C", "C", "N", "C", "C", "N", "C", "C", "N", "C", "C", "C", "C", "C", "C", "C", "N", "H", "H", "H", "H", "H", "H", "H", "H", "H", "H", "H", "H", "H", "H", "H", "H", "H", "H", "H", "H", "H", "H", "H", "N", "C", "C", "O", "O", "H", "H", "H", "H"],
  "coordinates": [[-0.5961, -0.0092, -0.2161], [1.1788, 0.6925, 3.5396], [0.7419, 0.7916, 2.0962], [-0.3051, -0.0929, 1.6888], [-1.5192, -0.1136, 2.5120], [-2.7167, 0.3156, 1.6720], [-2.6404, -0.2475, 0.2827], [-3.0411, -1.6776, 0.1568], [-1.8513, -2.5901, 0.3842], [-0.7150, -2.1282, -0.4536], [-0.7790, -2.5578, -1.8911], [-0.7355, -1.3479, -2.8490], [0.1328, -0.3912, -2.1754], [1.3985, -0.3182, -2.3812], [2.1020, -0.8623, -3.5788], [2.1606, 0.2169, -1.2181], [3.5175, 0.4298, -1.1202], [4.0475, 0.7304, 0.1368], [3.2264, 0.8227, 1.2472], [1.8635, 0.6330, 1.0725], [1.3831, 0.3313, -0.1281], [1.3903, -0.3452, 3.7952], [0.3951, 1.0728, 4.1903], [2.0606, 1.3029, 3.7249], [-1.4609, 0.5624, 3.3645], [-1.6835, -1.1107, 2.9291], [-2.6973, 1.4011, 1.5655], [-3.6623, 0.0349, 2.1402], [-3.3033, 0.2809, -0.2766], [-3.4257, -1.8162, -0.8555], [-3.8486, -1.9202, 0.8492], [-2.1216, -3.6224, 0.1552], [-1.5212, -2.5529, 1.4191], [0.1279, -2.5128, -0.0386], [-1.6754, -3.1514, -2.0671], [0.0777, -3.2001, -2.0926], [-1.7245, -0.9034, -2.9665], [-0.3896, -1.6612, -3.8333], [1.5152, -0.7086, -4.4824], [2.2712, -1.9367, -3.4623], [3.0732, -0.3943, -3.7146], [4.1668, 0.3533, -1.9804], [5.1117, 0.8946, 0.2409], [3.6383, 1.0645, 2.2152], [-0.9854, 2.1246, -0.7064], [-0.5374, 3.3613, 0.0280], [0.6087, 2.9910, 0.9416], [1.7444, 3.3212, 0.7569], [0.1818, 2.1800, 1.9242], [-0.6115, 2.1828, -1.6514], [-1.9901, 2.2120, -0.8331], [-1.3674, 3.7455, 0.6173], [-0.2102, 4.1231, -0.6737]]
}

***

Record 6
{
  "formula": "C4H9N",
  "method": "ωB97M-V with the def2-TZVPD basis set",
  "smiles": "CC#N.CC",
  "de_lowest_kj_mol": 65.8,
  "homo_energy_ha": -0.3926,
  "species": ["C", "C", "N", "H", "H", "H", "C", "C", "H", "H", "H", "H", "H", "H"],
  "coordinates": [[-2.1362, -0.3147, 0.5629], [-1.6953, 0.4405, -0.5912], [-1.5853, 1.0085, -1.5955], [-1.9261, 0.2631, 1.4629], [-3.2063, -0.5051, 0.4820], [-1.5834, -1.2528, 0.6124], [1.3641, 0.8013, -0.1467], [1.6693, -0.6872, -0.0235], [1.5474, 1.3037, 0.8011], [2.0072, 1.2641, -0.8931], [0.3240, 0.8618, -0.6726], [2.7256, -0.8526, 0.1873], [1.4239, -1.1942, -0.9571], [1.0709, -1.1365, 0.7711]]
}

***

Table of F_max (eV/A), in record order: 3.08; 1.13; 0.54; 4.67; 0.23; 2.94